No. 1
# C2H4BNO2

C2H4BNO2 in the gas phase (wB97M-V/def2-TZVPD, the OMol25 dataset).

The calculation puts the calculated total energy at -308.5198 a.u. As for the spin multiplicity: 3. The HOMO energy (alpha / beta) is -5.290 / -11.874 eV.

Last column: natural (NBO) charge in e.
Cartesian coordinates (Å):
B -0.170 0.329 0.563  1.148
C 0.265 -0.669 -1.879  0.291
C 0.414 -0.901 -0.239  -0.871
N 0.238 -0.829 -3.009  -0.275
O -1.126 1.300 0.095  -0.935
O 0.238 0.371 1.868  -0.896
H 1.571 -1.058 -0.304  0.281
H -0.011 -1.829 0.070  0.245
H -1.275 2.197 0.376  0.510
H -0.145 1.090 2.458  0.502

Cartesian forces (eV/Å) of the 3 atoms listed first:
-1.42 2.55 0.60
0.37 5.99 16.97
1.95 -0.85 -4.54

No. 2
# C20H26NO4P

C20H26NO4P in the gas phase (wB97M-V/def2-TZVPD, the OMol25 dataset).

The calculation puts the calculated total energy at -1474.8752 a.u. The HOMO energy is -7.892 eV. The structure (SMILES) is CCOc1ccc([C@@H](Nc2ccc(C)cc2)[P@@]2(=O)OCC[C@H](C)O2)cc1.

Last column: natural (NBO) charge in e.
Cartesian coordinates (Å):
C 4.494 3.155 -0.816  -0.638
C 3.709 3.773 0.338  -0.062
O 3.448 2.850 1.375  -0.494
C 2.478 1.907 1.219  0.311
C 2.374 0.979 2.259  -0.246
C 1.417 -0.011 2.225  -0.184
C 0.534 -0.102 1.154  -0.103
C -0.458 -1.237 1.110  -0.416
N -1.494 -1.075 0.125  -0.624
C -2.586 -0.253 0.380  0.147
C -3.752 -0.427 -0.366  -0.241
C -4.835 0.411 -0.190  -0.193
C -4.797 1.444 0.738  -0.055
C -5.966 2.366 0.920  -0.621
C -3.636 1.612 1.480  -0.203
C -2.543 0.783 1.311  -0.222
P 0.595 -2.719 0.755  2.379
O 1.209 -3.356 1.912  -1.069
O -0.416 -3.663 -0.126  -0.815
C 0.293 -4.436 -1.082  -0.074
C 0.800 -3.554 -2.230  -0.452
C 1.228 -2.179 -1.685  0.092
C 2.352 -1.549 -2.490  -0.616
O 1.692 -2.320 -0.340  -0.810
C 0.638 0.816 0.122  -0.138
C 1.595 1.817 0.149  -0.326
H 5.426 2.737 -0.443  0.217
H 4.719 3.917 -1.557  0.214
H 3.927 2.357 -1.289  0.210
H 2.777 4.227 -0.022  0.169
H 4.308 4.553 0.816  0.194
H 3.062 1.059 3.085  0.226
H 1.349 -0.727 3.030  0.230
H -0.861 -1.405 2.123  0.233
H -1.752 -1.948 -0.318  0.404
H -3.803 -1.232 -1.086  0.203
H -5.727 0.254 -0.779  0.207
H -6.081 2.640 1.967  0.215
H -6.886 1.899 0.576  0.212
H -5.816 3.282 0.348  0.215
H -3.583 2.407 2.210  0.207
H -1.655 0.946 1.901  0.214
H 1.137 -4.929 -0.587  0.192
H -0.402 -5.199 -1.442  0.201
H 0.017 -3.409 -2.975  0.213
H 1.647 -4.051 -2.703  0.215
H 0.361 -1.508 -1.682  0.190
H 2.049 -1.437 -3.528  0.214
H 2.592 -0.574 -2.076  0.224
H 3.239 -2.174 -2.437  0.215
H -0.048 0.764 -0.710  0.218
H 1.632 2.517 -0.671  0.216

Cartesian forces (eV/Å) of the 3 atoms listed first:
-0.23 0.02 0.36
0.16 0.19 -0.38
-0.07 -0.22 0.20

No. 3
# C21H32N4O3

C21H32N4O3 in the gas phase (wB97M-V/def2-TZVPD, the OMol25 dataset).

The calculation puts the calculated total energy at -1264.1334 a.u. The HOMO energy is -9.277 eV. The structure (SMILES) is CCCCC/C=C/CC(=O)N1CC[C@@H]2C[C@]2(C(=O)NCc2nc(C)no2)CC1.

Last column: natural (NBO) charge in e.
Cartesian coordinates (Å):
C -6.951 0.595 -2.375  -0.601
C -5.437 0.690 -2.515  -0.389
C -4.702 -0.321 -1.644  -0.385
C -3.186 -0.232 -1.771  -0.398
C -2.474 -1.253 -0.896  -0.427
C -0.974 -1.215 -0.935  -0.177
C -0.239 -0.380 -1.657  -0.184
C 1.260 -0.402 -1.677  -0.533
C 1.844 1.008 -1.609  0.697
O 1.186 1.974 -1.957  -0.630
N 3.135 1.128 -1.192  -0.447
C 3.758 2.452 -1.212  -0.212
C 4.767 2.615 -0.081  -0.418
C 4.146 2.330 1.259  -0.194
C 4.864 1.600 2.336  -0.386
C 3.729 0.905 1.614  -0.162
C 2.443 0.918 2.392  0.699
O 2.289 1.624 3.376  -0.643
N 1.414 0.157 1.927  -0.615
C 0.187 0.093 2.685  -0.284
C -0.513 -1.203 2.472  0.547
N -1.777 -1.444 2.560  -0.504
C -1.835 -2.796 2.305  0.326
C -3.105 -3.565 2.296  -0.653
N -0.684 -3.345 2.064  -0.161
O 0.217 -2.280 2.183  -0.310
C 4.040 -0.270 0.690  -0.410
C 3.990 0.015 -0.830  -0.219
H -7.460 1.324 -3.005  0.209
H -7.308 -0.398 -2.658  0.199
H -7.259 0.773 -1.343  0.200
H -5.152 0.537 -3.561  0.193
H -5.104 1.698 -2.253  0.195
H -4.988 -0.169 -0.597  0.193
H -5.032 -1.332 -1.908  0.190
H -2.901 -0.377 -2.818  0.198
H -2.858 0.776 -1.498  0.203
H -2.797 -1.104 0.141  0.215
H -2.806 -2.263 -1.164  0.206
H -0.471 -1.970 -0.331  0.189
H -0.698 0.377 -2.279  0.224
H 1.640 -1.043 -0.878  0.200
H 1.620 -0.845 -2.614  0.239
H 4.238 2.627 -2.181  0.193
H 2.957 3.183 -1.115  0.240
H 5.642 1.979 -0.234  0.198
H 5.138 3.642 -0.100  0.231
H 3.437 3.076 1.600  0.239
H 5.856 1.227 2.112  0.209
H 4.680 1.893 3.359  0.250
H 1.530 -0.448 1.136  0.406
H 0.431 0.192 3.746  0.258
H -0.506 0.901 2.446  0.234
H -2.914 -4.599 2.020  0.237
H -3.564 -3.530 3.284  0.238
H -3.803 -3.122 1.587  0.237
H 5.025 -0.673 0.931  0.224
H 3.357 -1.089 0.926  0.210
H 3.688 -0.884 -1.364  0.215
H 4.990 0.246 -1.197  0.203

Cartesian forces (eV/Å) of the 3 atoms listed first:
0.00 0.00 0.00
0.00 -0.01 0.01
0.00 0.01 -0.01

No. 4
# C18H29N7STe4Ti

C18H29N7STe4Ti as an isolated structure (wB97M-V/def2-TZVPD, the OMol25 dataset).

The calculation puts the calculated total energy at -3405.9650 a.u. The HOMO energy (alpha / beta) is -12.783 / -12.783 eV. As for the total charge: +2.

Last column: natural (NBO) charge in e.
Cartesian coordinates (Å):
Ti 1.726 -0.619 -0.437  1.369
C 0.339 1.542 -3.975  -0.692
C 0.524 0.702 -2.762  0.388
N 1.547 0.786 -1.968  -0.580
C 2.658 1.701 -2.251  -0.255
C 3.901 1.242 -1.489  -0.228
N 3.559 0.633 -0.171  -0.696
C 3.412 1.620 0.930  -0.230
C 2.001 2.177 0.958  -0.230
N 1.039 1.060 0.901  -0.710
C 0.696 0.502 2.228  -0.239
C -0.031 -0.804 1.991  -0.264
N 0.788 -1.665 1.080  -0.778
C -0.047 -2.653 0.415  0.137
C -0.496 -3.871 1.154  -0.676
C -0.512 -2.198 -0.781  0.125
C -1.529 -2.799 -1.612  -0.156
C -1.955 -2.170 -2.726  -0.178
C -1.366 -0.923 -3.146  -0.124
C -0.367 -0.398 -2.407  0.093
N 0.055 -1.009 -1.242  -0.700
H 0.563 2.587 -3.762  0.254
H -0.676 1.477 -4.356  0.254
H 1.022 1.210 -4.762  0.265
H 2.369 2.720 -1.985  0.222
H 2.886 1.700 -3.318  0.241
H 4.589 2.078 -1.352  0.224
H 4.407 0.470 -2.064  0.245
H 4.325 0.008 0.073  0.425
H 4.142 2.425 0.823  0.232
H 3.634 1.102 1.865  0.220
H 1.821 2.826 0.103  0.221
H 1.849 2.780 1.856  0.231
H 0.152 1.383 0.500  0.437
H 0.045 1.185 2.782  0.239
H 1.613 0.381 2.809  0.210
H -0.941 -0.576 1.429  0.260
H -0.264 -1.318 2.924  0.233
H -0.207 -3.813 2.204  0.234
H -0.069 -4.788 0.744  0.250
H -1.583 -3.970 1.121  0.247
H -1.954 -3.750 -1.317  0.244
H -2.732 -2.610 -3.334  0.249
H -1.696 -0.453 -4.060  0.245
Te 2.879 -2.235 -2.358  -0.137
Te 4.916 -3.313 -0.963  0.110
Te 3.332 -4.494 0.870  0.153
Te 2.592 -2.248 2.098  0.542
S -2.330 1.366 0.063  -0.374
C -3.443 1.341 1.331  0.333
N -3.731 2.362 2.139  -0.572
C -4.849 2.094 3.042  -0.228
C -5.205 0.630 2.694  -0.229
N -4.202 0.285 1.679  -0.587
H -3.307 3.263 2.007  0.431
H -5.674 2.776 2.844  0.222
H -4.547 2.205 4.081  0.216
H -6.212 0.537 2.293  0.220
H -5.113 -0.025 3.558  0.215
H -4.341 -0.452 1.009  0.424

Cartesian forces (eV/Å) of the 3 atoms listed first:
0.74 -0.32 0.10
-0.02 0.02 0.02
-0.05 -0.05 -0.03